# 1
C24H33N2O2 | ωB97M-V with the def2-TZVPD basis set

Each atom is followed by the atoms it is bonded to, with distances in Å.
Atoms and positions in Å:
1 C 6.585 3.009 -0.762  C2 1.526, H29 1.089, H30 1.087, H31 1.089
2 C 5.776 3.931 0.146  C1 1.526, C3 1.530, H32 1.091, H33 1.092
3 C 4.328 3.490 0.368  C2 1.530, C4 1.530, H34 1.092, H35 1.090
4 C 4.183 2.149 1.089  C3 1.530, N5 1.452, H36 1.091, H37 1.094
5 N 4.234 1.031 0.164  C4 1.452, C6 1.322, H38 1.010
6 C 3.295 0.104 0.081  N5 1.322, O7 1.237, C8 1.531
7 O 2.306 0.085 0.824  C6 1.237
8 C 3.495 -0.974 -0.986  C6 1.531, C9 1.537, C28 1.543, H39 1.092
9 C 3.924 -2.303 -0.343  C8 1.537, C10 1.536, H40 1.091, H41 1.090
10 C 2.857 -2.843 0.620  C9 1.536, N11 1.476, H42 1.092, H43 1.093
11 N 1.527 -2.301 0.280  C10 1.476, C12 1.481, C27 1.472, H44 1.086
12 C 0.425 -2.958 1.022  N11 1.481, C13 1.504, H45 1.093, H46 1.093
13 C -0.868 -2.218 0.816  C12 1.504, C14 1.387, C26 1.395
14 C -1.947 -2.820 0.186  C13 1.387, C15 1.383, H47 1.081
15 C -3.137 -2.140 -0.001  C14 1.383, C16 1.394, H48 1.078
16 C -3.265 -0.823 0.439  C15 1.394, O17 1.341, C25 1.402
17 O -4.364 -0.065 0.315  C16 1.341, C18 1.421
18 C -5.538 -0.617 -0.265  O17 1.421, C19 1.506, H49 1.098, H50 1.100
19 C -6.626 0.424 -0.207  C18 1.506, C20 1.389, C24 1.387
20 C -6.913 1.052 0.998  C19 1.389, C21 1.383, H51 1.080
21 C -7.912 2.006 1.066  C20 1.383, C22 1.385, H52 1.080
22 C -8.637 2.334 -0.067  C21 1.385, C23 1.384, H53 1.079
23 C -8.356 1.708 -1.270  C22 1.384, C24 1.384, H54 1.080
24 C -7.350 0.760 -1.341  C19 1.387, C23 1.384, H55 1.081
25 C -2.170 -0.213 1.067  C16 1.402, C26 1.375, H56 1.078
26 C -0.995 -0.900 1.256  C13 1.395, C25 1.375, H57 1.080
27 C 1.338 -2.302 -1.180  N11 1.472, C28 1.531, H58 1.091, H59 1.093
28 C 2.193 -1.187 -1.787  C8 1.543, C27 1.531, H60 1.091, H61 1.089
29 H 6.808 2.061 -0.274  C1 1.089
30 H 7.537 3.475 -1.004  C1 1.087
31 H 6.059 2.826 -1.697  C1 1.089
32 H 5.757 4.927 -0.298  C2 1.091
33 H 6.278 4.014 1.112  C2 1.092
34 H 3.803 3.440 -0.589  C3 1.092
35 H 3.833 4.251 0.972  C3 1.090
36 H 3.219 2.087 1.597  C4 1.091
37 H 4.978 2.034 1.832  C4 1.094
38 H 5.014 1.028 -0.478  N5 1.010
39 H 4.286 -0.650 -1.666  C8 1.092
40 H 4.105 -3.018 -1.147  C9 1.091
41 H 4.863 -2.174 0.195  C9 1.090
42 H 3.084 -2.553 1.647  C10 1.092
43 H 2.823 -3.935 0.570  C10 1.093
44 H 1.582 -1.258 0.575  N11 1.086
45 H 0.697 -2.957 2.081  C12 1.093
46 H 0.335 -3.994 0.683  C12 1.093
47 H -1.868 -3.841 -0.157  C14 1.081
48 H -3.956 -2.645 -0.486  C15 1.078
49 H -5.345 -0.908 -1.305  C18 1.098
50 H -5.845 -1.509 0.302  C18 1.100
51 H -6.345 0.794 1.879  C20 1.080
52 H -8.127 2.492 2.006  C21 1.080
53 H -9.420 3.075 -0.013  C22 1.079
54 H -8.919 1.961 -2.156  C23 1.080
55 H -7.132 0.277 -2.283  C24 1.081
56 H -2.282 0.805 1.404  C25 1.078
57 H -0.171 -0.411 1.755  C26 1.080
58 H 0.283 -2.132 -1.398  C27 1.091
59 H 1.620 -3.283 -1.570  C27 1.093
60 H 1.625 -0.255 -1.800  C28 1.091
61 H 2.432 -1.441 -2.819  C28 1.089

Results
Kohn-Sham gap   8.905 eV
Total energy   -1194.13952 a.u.
SMILES string   CCCCNC(=O)[C@H]1CC[N@H+](Cc2ccc(OCc3ccccc3)cc2)CC1
Net charge   +1


# 2
C5H14N3 | ωB97M-V with the def2-TZVPD basis set

Each atom is followed by the atoms it is bonded to, with distances in Å.
Atoms and positions in Å:
1 C 1.731 -0.156 0.776  C2 1.472, H9 1.112, H10 1.094, H11 1.078
2 C 2.730 -1.235 0.703  C1 1.472, C3 1.391, H12 1.078
3 C 2.372 -2.546 0.408  C2 1.391, H13 1.112, H14 1.078
4 C -0.917 0.510 -0.557  N7 1.547, H15 1.107, H16 1.122
5 N -1.145 -2.400 1.357  C6 1.323, H17 1.041
6 C -1.035 -1.614 0.299  N5 1.323, N7 1.322, H18 1.116
7 N -1.820 -0.710 -0.262  C4 1.547, C6 1.322, H19 1.100
8 N -1.986 4.305 -1.550  H20 1.084, H21 1.005, H22 1.005
9 H 0.731 -0.357 1.219  C1 1.112
10 H 2.218 0.750 1.149  C1 1.094
11 H 1.505 0.010 -0.265  C1 1.078
12 H 3.762 -1.020 0.476  C2 1.078
13 H 1.455 -2.991 0.855  C3 1.112
14 H 2.945 -3.247 -0.177  C3 1.078
15 H -1.313 1.136 0.266  C4 1.107
16 H -1.260 0.859 -1.566  C4 1.122
17 H -1.615 -1.880 2.127  N5 1.041
18 H -0.029 -1.596 -0.184  C6 1.116
19 H -2.883 -0.792 0.014  N7 1.100
20 H -1.854 3.374 -2.087  N8 1.084
21 H -2.199 5.025 -2.219  N8 1.005
22 H -1.394 4.575 -0.783  N8 1.005

Results
Kohn-Sham gap (alpha / beta)   9.339 / 7.086 eV
<S²>   0.75
Total energy   -362.92794 a.u.
Net charge   0
Spin multiplicity   2


# 3
C3H3Br2N | ωB97M-V with the def2-TZVPD basis set

Each atom is followed by the atoms it is bonded to, with distances in Å.
Atoms and positions in Å:
1 C -0.767 -0.348 -0.772  C2 1.488, H7 1.060, H8 1.104, H9 1.126
2 C 0.180 -0.182 0.363  C1 1.488, Br3 2.311, Br4 1.978, C5 1.453
3 Br 2.084 -1.491 0.311  C2 2.311
4 Br -0.331 -0.400 2.262  C2 1.978
5 C 0.746 1.156 0.332  C2 1.453, N6 1.156
6 N 0.998 2.278 0.454  C5 1.156
7 H -1.696 -0.385 -0.264  C1 1.060
8 H -0.605 -1.258 -1.376  C1 1.104
9 H -0.610 0.630 -1.308  C1 1.126

Results
Kohn-Sham gap   8.907 eV
Total energy   -5318.83159 a.u.
SMILES string   CC(Br)(Br)C#N
Net charge   0


# 4
C3H3N2O | ωB97M-V with the def2-TZVPD basis set

Each atom is followed by the atoms it is bonded to, with distances in Å.
Atoms and positions in Å:
1 C 1.068 0.822 0.446  C2 1.509, H7 1.056, H8 1.065, H9 1.095
2 C -0.194 0.037 0.190  C1 1.509, C3 1.506, N5 1.244
3 C -0.390 -0.706 -1.106  C2 1.506, N4 1.136
4 N -1.051 -1.410 -1.703  C3 1.136
5 N -1.243 -0.427 0.671  C2 1.244, O6 1.121
6 O -2.077 -1.128 0.407  N5 1.121
7 H 0.870 1.423 1.292  C1 1.056
8 H 1.137 1.286 -0.510  C1 1.065
9 H 1.881 0.102 0.312  C1 1.095

Results
Kohn-Sham gap (alpha / beta)   7.739 / 7.731 eV
Total energy   -300.31181 a.u.
SMILES string   CC(C#N)=[N+]=O
Net charge   +1


# 5
C2H4BrN | ωB97M-V with the def2-TZVPD basis set

Each atom is followed by the atoms it is bonded to, with distances in Å.
Atoms and positions in Å:
1 C -0.251 1.010 -1.155  N3 1.227, Br4 1.903
2 C 0.503 -0.137 0.701  H5 1.126, H6 1.005, H7 1.116
3 N -1.271 0.524 -1.634  C1 1.227, H8 1.020
4 Br 0.830 2.574 -1.229  C1 1.903
5 H 1.540 -0.464 0.409  C2 1.126
6 H -0.333 -0.644 0.470  C2 1.005
7 H 0.379 0.675 1.456  C2 1.116
8 H -1.943 0.814 -2.343  N3 1.020

Results
Kohn-Sham gap (alpha / beta)   8.370 / 8.370 eV
Total energy   -2707.23734 a.u.
Net charge   0


# 6
CH3O3S2 | ωB97M-V with the def2-TZVPD basis set

Each atom is followed by the atoms it is bonded to, with distances in Å.
Atoms and positions in Å:
1 C 1.732 0.188 0.388  S5 1.785, H7 1.055, H8 1.206, H9 1.010
2 O -2.209 -1.305 -1.340  S6 1.459
3 O -3.058 0.781 -0.322  S6 1.492
4 O -1.207 -0.557 0.810  S6 1.461
5 S 1.495 0.351 -1.373  C1 1.785
6 S -1.954 -0.219 -0.399  O2 1.459, O3 1.492, O4 1.461
7 H 0.933 0.779 0.739  C1 1.055
8 H 2.734 0.729 0.786  C1 1.206
9 H 1.533 -0.748 0.711  C1 1.010

Results
Kohn-Sham gap (alpha / beta)   8.495 / 5.116 eV
Total energy   -1061.97767 a.u.
Net charge   -1